ORCA calculation (ωB97M-V/def2-TZVPD) on an isolated ion of composition C2H10N4S and charge +2 in a non-equilibrium geometry.

Geometry as XYZ:
```
17
Properties=species:S:1:pos:R:3:nbo_charge:R:1
H -1.698 1.018 1.528 0.39
N -0.844 0.950 0.963 -0.19
N -0.935 -0.023 0.149 0.04
C -2.089 -0.918 -0.044 -0.45
C 0.285 -0.257 -0.647 -0.07
S 0.814 -1.847 0.194 0.10
N 1.112 0.799 -0.714 -0.45
N 2.051 1.224 0.399 -0.54
H -2.074 -1.164 -1.036 0.25
H -2.168 -1.797 0.544 0.30
H -2.938 -0.304 0.338 0.26
H -0.156 -0.655 -1.834 0.35
H 0.774 -2.682 -0.719 0.17
H 0.994 1.639 -1.260 0.45
H 2.858 1.815 0.014 0.49
H 1.608 1.767 1.087 0.44
H 2.407 0.436 1.035 0.48
```

Computed properties:
Frontier orbital gap in eV: 8.5
Charge: +2
Energy relative to the best compared isomer or geometry (same formula, charge and spin) in kcal per mole: 78.96
Total energy in Eh: -698.5885

=====

ORCA calculation (ωB97M-V/def2-TZVPD) on C18H16F3N3O6SZn as an isolated structure in a non-equilibrium geometry.

Geometry as XYZ:
```
48
Properties=species:S:1:pos:R:3:nbo_charge:R:1
Zn -1.108 -0.744 -2.349 1.70
C 1.224 0.486 -5.453 -0.69
C 0.320 0.784 -4.263 0.52
O -0.770 0.158 -4.207 -0.78
C 0.749 1.732 -3.337 -0.52
C 0.158 1.884 -2.076 0.29
C 0.685 2.931 -1.122 -0.66
N -0.821 1.112 -1.683 -0.52
N -1.349 1.350 -0.458 -0.47
C -2.144 0.390 -0.040 0.54
O -2.445 -0.671 -0.670 -0.82
C -2.696 0.676 1.306 -0.09
C -3.699 -0.090 1.904 -0.20
C -4.195 0.251 3.149 -0.23
C -3.708 1.358 3.827 -0.25
C -2.698 2.116 3.249 -0.26
C -2.203 1.778 2.009 -0.13
H 0.673 0.604 -6.385 0.20
H 1.509 -0.560 -5.359 0.25
H 2.114 1.113 -5.463 0.18
H 1.642 2.305 -3.547 0.18
H 1.385 3.603 -1.613 0.19
H 1.173 2.431 -0.286 0.22
H -0.155 3.493 -0.719 0.22
H -4.087 -0.946 1.373 0.23
H -4.979 -0.346 3.598 0.19
H -4.104 1.627 4.801 0.19
H -2.300 2.981 3.770 0.19
H -1.427 2.361 1.537 0.24
O 0.644 -3.339 -3.995 -1.05
S 0.030 -2.870 -2.758 2.55
O 0.153 -3.871 -1.701 -1.06
O -1.420 -2.493 -2.985 -1.13
O 0.671 -1.572 -2.295 -1.16
F 5.050 -1.885 2.938 -0.34
C 3.815 -2.087 3.453 0.97
F 3.848 -1.518 4.676 -0.34
F 3.740 -3.415 3.681 -0.33
C 2.715 -1.576 2.580 -0.15
C 1.826 -0.616 3.052 -0.25
C 0.834 -0.192 2.180 0.04
N 0.692 -0.659 0.958 -0.39
C 1.516 -1.588 0.509 0.07
C 2.563 -2.076 1.292 -0.23
H 1.907 -0.218 4.053 0.21
H 0.112 0.559 2.472 0.20
H 1.320 -1.933 -0.507 0.29
H 3.239 -2.819 0.902 0.22
```

Computed properties:
Frontier orbital gap in eV: 5.4
Charge: -2
Energy relative to the best compared isomer or geometry (same formula, charge and spin) in kcal per mole: 6.24
Total energy in Eh: -3788.4954

=====

ORCA calculation (ωB97M-V/def2-TZVPD) on C33H44F4GaN4O as an isolated structure in a non-equilibrium geometry.

Geometry as XYZ:
```
87
Properties=species:S:1:pos:R:3:lowdin_charge:R:1
Ga 0.052 0.358 0.161 -0.12
C 0.879 3.855 2.838 -0.06
C 0.163 2.533 2.531 -0.27
N -0.107 2.213 1.075 -0.08
C 1.163 2.211 0.257 -0.15
C 2.208 1.140 0.661 -0.01
C -1.029 3.253 0.553 -0.13
C -2.211 2.444 0.014 -0.18
N -1.586 1.229 -0.477 -0.04
C -1.944 0.086 0.263 -0.12
C -1.265 -0.509 1.432 -0.04
F -0.113 -0.070 2.078 -0.13
C -1.801 -1.655 2.037 -0.18
F -1.189 -2.190 3.105 0.09
C -2.949 -2.267 1.576 0.06
C -3.593 -1.728 0.471 -0.23
F -4.710 -2.322 0.026 0.08
C -3.108 -0.599 -0.168 -0.13
F -3.799 -0.149 -1.227 0.11
H 0.916 4.005 3.920 0.08
H 0.368 4.719 2.407 0.08
H 1.910 3.848 2.476 0.09
H -0.792 2.524 3.073 0.14
H 0.784 1.682 3.015 0.01
H 1.648 3.196 0.287 0.13
H 0.926 2.035 -0.795 0.10
H 2.566 1.277 1.668 0.05
H 3.078 1.204 -0.002 0.12
H 1.805 0.108 0.568 -0.03
H -0.574 3.852 -0.244 0.12
H -1.399 3.958 1.304 0.11
H -2.712 3.001 -0.786 0.10
H -2.956 2.298 0.809 0.11
H -3.342 -3.143 2.073 0.13
C -2.224 -4.003 -2.211 -0.07
C -0.767 -3.529 -2.348 -0.39
C 0.099 -4.634 -2.968 -0.08
C -0.675 -2.234 -3.168 -0.14
C -1.214 -2.291 -4.463 -0.09
C -1.279 -1.183 -5.271 -0.12
C -0.795 0.031 -4.821 -0.07
C -0.214 0.179 -3.559 -0.10
C 0.341 1.581 -3.264 -0.39
C -0.801 2.595 -3.149 -0.05
C 1.363 2.029 -4.321 -0.08
C -0.130 -1.005 -2.651 0.06
N 0.647 -1.162 -1.091 0.09
C 1.373 -1.987 -0.816 -0.13
C 1.761 -1.832 0.575 -0.42
C 2.538 -2.563 1.396 -0.05
C 2.531 -1.938 2.682 -0.06
C 1.751 -0.805 2.654 -0.02
N 1.269 -0.901 1.068 0.02
C 1.499 0.169 3.877 -0.42
C 2.193 -0.325 5.157 -0.06
C -0.025 0.283 4.187 -0.05
C 2.095 1.562 3.495 -0.16
H -2.268 -4.908 -1.576 0.08
H -2.673 -4.257 -3.186 0.07
H -2.833 -3.216 -1.733 0.07
H -0.437 -3.385 -1.314 0.11
H -0.237 -4.888 -3.989 0.07
H 0.048 -5.550 -2.350 0.07
H 1.154 -4.312 -3.017 0.07
H -1.619 -3.214 -4.858 0.09
H -1.714 -1.261 -6.260 0.09
H -0.870 0.872 -5.500 0.09
H 0.898 1.591 -2.332 0.10
H -1.367 2.674 -4.095 0.08
H -0.402 3.596 -2.897 0.08
H -1.497 2.291 -2.351 0.06
H 0.914 2.123 -5.324 0.06
H 2.198 1.305 -4.371 0.08
H 1.779 3.016 -4.046 0.07
H 1.737 -2.794 -1.436 0.13
H 3.057 -3.469 1.116 0.08
H 3.076 -2.319 3.531 0.09
H 1.794 -1.313 5.457 0.09
H 2.014 0.379 5.991 0.09
H 3.283 -0.412 5.011 0.09
H -0.437 -0.706 4.451 0.10
H -0.588 0.667 3.348 0.05
H -0.193 0.971 5.039 0.10
H 3.179 1.465 3.304 0.12
H 1.946 2.287 4.316 0.11
H 1.641 1.967 2.613 -0.02
O -0.204 0.365 -1.515 -0.36
```

Computed properties:
Frontier orbital gap (spin up / spin down) in eV: 4.4 / 4.2
Charge: -1
Energy relative to the best compared isomer or geometry (same formula, charge and spin) in kcal per mole: 686.41
Total energy in Eh: -3901.3085

=====

ORCA calculation (ωB97M-V/def2-TZVPD) on C23H18I2MnN4Te as an isolated structure in a non-equilibrium geometry.

Geometry as XYZ:
```
49
Properties=species:S:1:pos:R:3:lowdin_charge:R:1
Mn -0.682 -0.819 -0.680 0.28
C 4.438 -3.053 -1.322 -0.13
C 3.816 -2.746 -0.118 -0.12
C 2.769 -1.841 -0.066 -0.07
C 2.314 -1.197 -1.220 -0.35
C 2.924 -1.539 -2.434 -0.06
C 3.973 -2.447 -2.483 -0.10
N 1.234 -0.313 -1.147 -0.09
C 1.336 0.965 -1.670 -0.23
C 2.374 1.527 -2.424 -0.04
C 2.336 2.867 -2.812 -0.13
C 1.291 3.704 -2.458 -0.14
C 0.263 3.183 -1.668 -0.05
C 0.295 1.858 -1.298 -0.22
N -0.597 1.235 -0.410 -0.10
N -1.222 1.948 0.491 0.07
C -1.596 1.148 1.540 -0.36
C -2.399 1.693 2.569 -0.03
C -2.732 0.908 3.638 -0.11
C -2.272 -0.421 3.702 -0.11
C -1.504 -0.876 2.653 -0.17
N -1.165 -0.128 1.600 0.06
H 5.253 -3.766 -1.361 0.08
H 4.144 -3.226 0.798 0.09
H 2.274 -1.611 0.870 0.10
H 2.521 -1.131 -3.351 0.11
H 4.407 -2.696 -3.444 0.09
H 3.228 0.929 -2.700 0.09
H 3.152 3.251 -3.413 0.09
H 1.270 4.737 -2.782 0.08
H -0.558 3.798 -1.321 0.09
H -2.732 2.717 2.473 0.10
H -3.353 1.314 4.429 0.09
H -2.517 -1.073 4.528 0.08
H -1.139 -1.898 2.627 0.10
I -0.894 -2.039 -3.225 0.21
I -1.176 -1.260 -6.737 -0.76
C -5.509 -0.124 -0.689 -0.13
C -4.673 0.586 -1.542 -0.11
C -3.307 0.322 -1.558 -0.15
C -2.755 -0.650 -0.726 -0.31
C -3.605 -1.366 0.112 -0.16
C -4.972 -1.105 0.134 -0.11
H -6.573 0.084 -0.673 0.08
H -5.085 1.345 -2.197 0.09
H -2.670 0.878 -2.236 0.09
H -3.196 -2.140 0.748 0.05
H -5.616 -1.673 0.797 0.09
Te -0.616 -3.441 -0.825 0.16
```

Computed properties:
Frontier orbital gap (spin up / spin down) in eV: 5.3 / 5.8
Charge: -2
Spin multiplicity: 6
Total energy in Eh: -3120.7784

=====

ORCA calculation (ωB97M-V/def2-TZVPD) on an isolated molecule of C4H11N5 in a non-equilibrium geometry.

Geometry as XYZ:
```
20
Properties=species:S:1:pos:R:3:nbo_charge:R:1
C 0.159 -1.905 2.015 -0.53
C -0.050 -1.446 0.780 -0.01
N 0.540 -0.235 0.449 -0.31
N 1.767 0.185 1.066 -0.68
C -0.181 0.718 -0.437 0.51
N -0.200 1.968 0.230 -0.88
N 0.522 0.918 -1.644 -0.91
N -1.570 0.435 -0.638 -0.43
C -1.939 -0.198 -1.686 -0.02
H 0.737 -1.382 2.769 0.20
H -0.334 -2.817 2.340 0.20
H -0.729 -1.926 0.083 0.21
H 2.284 0.779 0.415 0.37
H 2.329 -0.644 1.278 0.37
H 0.353 2.041 1.076 0.39
H -1.111 2.401 0.289 0.39
H 1.252 0.287 -1.941 0.39
H 0.439 1.800 -2.131 0.39
H -1.257 -0.563 -2.473 0.17
H -3.010 -0.416 -1.838 0.18
```

Computed properties:
Frontier orbital gap in eV: 8.1
Energy relative to the best compared isomer or geometry (same formula, charge and spin) in kcal per mole: 66.40
Total energy in Eh: -432.6744

=====

ORCA calculation (ωB97M-V/def2-TZVPD) on a 7-piece molecular cluster, H14O7 overall.

Geometry as XYZ:
```
21
Properties=species:S:1:pos:R:3:nbo_charge:R:1
O -1.472 -3.264 0.912 -0.94
H -0.983 -3.469 0.110 0.47
H -1.781 -2.361 0.785 0.47
O 0.423 2.950 2.673 -0.96
H 0.745 2.101 2.330 0.49
H 0.885 3.077 3.506 0.47
O -0.905 -0.213 -3.530 -0.96
H -0.248 -0.643 -4.085 0.47
H -0.523 -0.219 -2.642 0.49
O 2.517 -0.351 -1.969 -0.96
H 2.897 -1.229 -1.867 0.47
H 1.635 -0.415 -1.581 0.49
O -2.640 0.476 0.603 -0.96
H -3.350 0.519 -0.048 0.48
H -2.586 1.363 0.977 0.49
O -0.118 -0.079 -0.679 -1.01
H -1.040 -0.063 -0.380 0.51
H 0.364 0.429 -0.014 0.50
O 1.674 0.512 1.603 -0.97
H 2.146 -0.007 2.262 0.49
H 2.361 0.884 1.034 0.49
```

Computed properties:
Frontier orbital gap in eV: 11.1
Energy relative to the best compared isomer or geometry (same formula, charge and spin) in kcal per mole: 30.91
Total energy in Eh: -535.0746